A.
DFT (the ωB97M-V functional and the def2-TZVPD basis) results for 2 unconnected molecules or ions with the total composition C3H8OS2.

Last column: Mulliken charge in e.
Positions of all 14 atoms, in Å:
C -3.06 -4.33 -1.37  -0.72
S -1.68 -3.59 -2.35  -0.05
S -1.61 -1.69 -1.70  -0.22
H -3.41 -3.61 -0.64  0.29
H -2.63 -5.16 -0.83  0.27
H -3.84 -4.60 -2.08  0.26
H -2.42 -1.07 -2.58  0.16
O 3.12 1.73 1.76  -0.47
C 2.50 2.68 1.33  0.13
C 2.70 4.07 1.91  -0.83
H 1.83 2.55 0.48  0.34
H 3.23 3.87 2.85  0.28
H 1.79 4.65 1.93  0.30
H 3.48 4.49 1.30  0.25

Properties
SMILES: CC=O.CSS
Highest occupied orbital energy in Eh: -0.3360



B.
DFT (the ωB97M-V functional and the def2-TZVPD basis) results for 2 unconnected molecules or ions with the total composition C3H8OS2.

Last column: Mulliken charge in e.
Positions of all 14 atoms, in Å:
C 0.40 -0.79 2.47  -0.82
S -0.60 0.31 1.48  -0.08
S 1.06 1.74 1.24  -0.19
H 0.37 -0.62 3.55  0.32
H 0.15 -1.83 2.27  0.29
H 1.45 -0.74 2.16  0.29
H 0.51 2.18 0.08  0.15
O 0.80 1.23 -2.20  -0.45
C 0.36 0.15 -1.91  0.11
C -1.09 -0.18 -1.83  -0.75
H 1.04 -0.73 -1.87  0.29
H -1.57 -0.32 -2.80  0.34
H -1.21 -1.06 -1.20  0.29
H -1.66 0.66 -1.43  0.21

Properties
SMILES: CC=O.CSS
Highest occupied orbital energy in Eh: -0.3133



Energy ordering: A at the bottom, the next structure 0.219 eV above.



A.
DFT (the ωB97M-V functional and the def2-TZVPD basis) results for C3H8OS2 in the gas phase.

Last column: Mulliken charge in e.
Positions of all 14 atoms, in Å:
C -1.11 1.17 0.68  -0.47
C -0.32 1.71 -0.49  -0.70
O 0.93 2.12 0.03  -0.47
C -1.57 -0.35 0.68  -0.42
S -0.56 -1.45 -0.38  -0.13
S 1.53 -1.10 -0.07  -0.18
H -2.10 1.76 0.75  0.28
H -0.64 1.52 1.65  0.31
H -0.22 1.00 -1.33  0.39
H -0.88 2.40 -0.92  0.42
H 1.28 2.93 -0.16  0.24
H -2.68 -0.30 0.46  0.33
H -1.38 -0.72 1.85  0.23
H 1.82 0.19 -0.54  0.17

Properties
SMILES: OCCCSS
Highest occupied orbital energy in Eh: -0.3159



B.
DFT (the ωB97M-V functional and the def2-TZVPD basis) results for C3H8OS2 in the gas phase.

Last column: Mulliken charge in e.
Positions of all 14 atoms, in Å:
C -0.33 -0.20 -0.56  -0.22
C 0.83 0.60 -1.18  -0.41
O 0.47 1.19 -2.40  -0.52
C -0.80 0.20 0.79  -0.92
S -1.80 -1.04 1.68  -0.04
S -0.39 -1.61 3.17  -0.24
H -1.23 -0.15 -1.21  0.25
H -0.05 -1.27 -0.49  0.25
H 1.61 -0.14 -1.43  0.23
H 1.21 1.28 -0.40  0.35
H 1.17 1.75 -2.72  0.30
H 0.03 0.41 1.47  0.42
H -1.38 1.14 0.84  0.38
H 0.67 -2.17 2.44  0.16

Properties
SMILES: OCCCSS
Highest occupied orbital energy in Eh: -0.3273



Energy ordering: B at the bottom, the next structure 1.193 eV above.



A.
DFT (the ωB97M-V functional and the def2-TZVPD basis) results for 2 unconnected molecules or ions with the total composition C3H8OS2.

Last column: Mulliken charge in e.
Positions of all 14 atoms, in Å:
C -1.73 2.63 0.47  -0.94
S -0.66 1.32 -0.18  0.07
S 0.14 2.19 -1.86  -0.22
H -1.28 3.61 0.32  0.34
H -2.72 2.52 0.05  0.32
H -1.75 2.48 1.55  0.30
H -1.00 2.75 -2.31  0.15
O 1.43 -2.09 -1.48  -0.45
C 1.63 -2.70 -0.46  0.12
C 1.01 -2.32 0.86  -0.64
H 2.31 -3.57 -0.47  0.32
H 0.31 -1.52 0.68  0.06
H 0.51 -3.22 1.24  0.29
H 1.80 -2.09 1.57  0.28

Properties
SMILES: CC=O.CSS
Highest occupied orbital energy in Eh: -0.3067



B.
DFT (the ωB97M-V functional and the def2-TZVPD basis) results for 2 unconnected molecules or ions with the total composition C3H8OS2.

Last column: Mulliken charge in e.
Positions of all 14 atoms, in Å:
C -1.38 3.41 0.85  -0.84
S -1.08 1.70 0.57  -0.04
S -2.21 1.31 -1.13  -0.20
H -1.11 3.93 -0.09  0.30
H -2.42 3.76 0.91  0.31
H -0.81 3.90 1.64  0.30
H -1.14 1.26 -1.96  0.16
O -0.06 -2.07 -0.81  -0.44
C 0.62 -2.93 -0.30  0.12
C 2.06 -2.63 0.08  -0.85
H 0.22 -3.94 -0.20  0.35
H 2.39 -1.69 -0.36  0.27
H 2.22 -2.59 1.16  0.27
H 2.70 -3.42 -0.35  0.29

Properties
SMILES: CC=O.CSS
Highest occupied orbital energy in Eh: -0.3181



Energy ordering: A at the bottom, the next structure 0.093 eV above.